{
  "formula": "H2Na9O13S3",
  "method": "ωB97M-V/def2-TZVPD",
  "species": ["Na", "Na", "Na", "Na", "Na", "Na", "Na", "Na", "Na", "S", "O", "O", "O", "O", "S", "O", "O", "O", "O", "S", "O", "O", "O", "O", "O", "H", "H"],
  "positions_angstrom": [[-0.883, -1.134, 1.439], [-2.649, -0.525, -1.774], [3.392, -0.783, -1.995], [-0.818, 2.604, 1.589], [1.529, 3.184, -1.733], [1.973, 0.811, 1.753], [0.316, -3.224, -1.454], [-1.408, 2.749, -3.451], [0.726, 0.354, -4.254], [-2.505, -3.691, -0.342], [-1.310, -3.255, 0.453], [-3.341, -2.499, -0.626], [-1.945, -4.307, -1.589], [-3.250, -4.738, 0.335], [0.118, 0.363, -1.064], [1.436, 0.511, -1.791], [-0.869, 1.108, -1.897], [-0.297, -1.032, -0.870], [0.302, 0.885, 0.317], [-0.646, 1.165, 4.268], [-0.231, 0.568, 2.912], [0.276, 0.663, 5.276], [-0.558, 2.632, 4.105], [-2.009, 0.715, 4.526], [3.842, 2.409, -1.395], [4.348, 1.953, -2.074], [4.464, 2.516, -0.666]],
  "orbital_gap_ev": 1.80,
  "total_charge": 3,
  "spin_multiplicity": 1,
  "homo_energy_ev": -14.50,
  "lumo_energy_ha": -0.4667
}

---

{
  "formula": "H2O",
  "method": "ωB97M-V/def2-TZVPD",
  "species": ["O", "H", "H"],
  "positions_angstrom": [[0.326, 0.195, -0.530], [-0.837, -1.209, 0.552], [0.511, 1.014, -0.022]],
  "orbital_gap_ev": 8.07,
  "total_charge": 0,
  "spin_multiplicity": 1,
  "homo_energy_ev": -11.18,
  "lumo_energy_ha": -0.1143
}

---

{
  "formula": "H2O2PS",
  "method": "ωB97M-V/def2-TZVPD",
  "species": ["O", "O", "P", "S", "H", "H"],
  "positions_angstrom": [[-1.200, -1.428, 0.117], [-1.708, 1.054, 0.691], [1.394, 0.432, -0.058], [-0.810, -0.109, 0.920], [0.554, 0.767, -1.086], [1.770, -0.715, -0.585]],
  "orbital_gap_ev": [5.18, 7.92],
  "total_charge": -1,
  "s2": 2.008,
  "spin_multiplicity": 3,
  "homo_energy_ev": [-0.89, -4.99],
  "lumo_energy_ha": [0.1575, 0.1077]
}

---

In the order shown, the computed maximum force values come out to 2.158 3.545 4.514 eV/A.
In the order shown, the computed energy above the lowest of the compared OMol25 structures with the same formula, charge and spin values come out to 0.00 135.46 37.84 kcal/mol.